{"formula": "C36H63AsF6N9", "method": "the ωB97M-V functional and the def2-TZVPD basis", "e_lumo_ev": 2.02, "spin_multiplicity": 1, "total_charge": -1, "gap_ev": 11.2, "fmax_ev_per_a": 1.73, "energy_ev": -128914.8806, "species": ["As", "F", "F", "F", "F", "F", "F", "C", "C", "C", "C", "N", "H", "H", "H", "H", "H", "H", "H", "C", "C", "C", "C", "N", "H", "H", "H", "H", "H", "H", "H", "C", "C", "C", "C", "N", "H", "H", "H", "H", "H", "H", "H", "C", "C", "C", "C", "N", "H", "H", "H", "H", "H", "H", "H", "C", "C", "C", "C", "N", "H", "H", "H", "H", "H", "H", "H", "C", "C", "C", "C", "N", "H", "H", "H", "H", "H", "H", "H", "C", "C", "C", "C", "N", "H", "H", "H", "H", "H", "H", "H", "C", "C", "C", "C", "N", "H", "H", "H", "H", "H", "H", "H", "C", "C", "C", "C", "N", "H", "H", "H", "H", "H", "H", "H"], "coordinates": [[25.939, -0.178, 0.681], [27.003, 1.122, 0.191], [24.584, 0.945, 0.575], [24.783, -1.388, 1.214], [27.274, -1.282, 0.749], [26.189, 0.301, 2.346], [25.664, -0.607, -0.991], [23.954, 4.574, 4.295], [23.574, 3.314, 3.511], [22.984, 3.563, 2.133], [21.667, 4.200, 2.236], [20.630, 4.678, 2.340], [24.140, 4.399, 5.352], [23.136, 5.300, 4.250], [24.809, 5.069, 3.828], [22.874, 2.741, 4.120], [24.469, 2.714, 3.328], [22.844, 2.614, 1.621], [23.647, 4.173, 1.519], [29.473, 5.609, -1.490], [30.295, 4.345, -1.696], [29.478, 3.068, -1.762], [28.641, 2.932, -2.953], [27.950, 2.823, -3.864], [30.019, 6.551, -1.513], [28.968, 5.555, -0.522], [28.696, 5.722, -2.254], [30.996, 4.298, -0.858], [30.961, 4.443, -2.556], [28.845, 2.880, -0.892], [30.156, 2.209, -1.802], [20.503, 0.740, -2.274], [21.217, 0.063, -1.120], [22.613, -0.432, -1.534], [22.575, -1.390, -2.624], [22.562, -2.150, -3.486], [21.084, 1.568, -2.687], [19.559, 1.191, -1.968], [20.325, 0.046, -3.099], [20.660, -0.808, -0.770], [21.299, 0.785, -0.308], [23.192, -0.900, -0.735], [23.293, 0.376, -1.819], [25.446, 5.844, -0.658], [25.737, 4.676, -1.604], [25.088, 3.368, -1.140], [23.629, 3.480, -1.105], [22.488, 3.590, -1.184], [25.824, 5.639, 0.347], [24.374, 6.044, -0.586], [25.894, 6.778, -0.997], [26.817, 4.571, -1.664], [25.299, 4.888, -2.580], [25.400, 3.070, -0.139], [25.356, 2.550, -1.811], [27.909, 2.833, 5.195], [28.547, 2.080, 4.018], [28.110, 2.655, 2.669], [28.860, 3.882, 2.330], [29.448, 4.838, 2.081], [28.037, 3.909, 5.064], [28.396, 2.569, 6.135], [26.852, 2.588, 5.262], [28.230, 1.039, 4.069], [29.636, 2.130, 4.042], [27.048, 2.895, 2.612], [28.328, 1.936, 1.880], [21.903, -0.310, 2.941], [22.202, -1.751, 3.383], [22.520, -1.878, 4.874], [21.572, -1.178, 5.744], [20.825, -0.587, 6.382], [21.606, -0.338, 1.893], [22.766, 0.324, 3.120], [21.008, -0.005, 3.485], [22.996, -2.219, 2.803], [21.291, -2.328, 3.198], [23.461, -1.357, 5.097], [22.685, -2.921, 5.138], [25.673, -3.892, 4.695], [26.032, -2.487, 4.192], [27.509, -2.383, 3.839], [28.020, -3.457, 2.974], [28.385, -4.279, 2.263], [25.808, -4.644, 3.919], [24.651, -3.984, 5.069], [26.236, -4.163, 5.595], [25.802, -1.730, 4.939], [25.433, -2.319, 3.294], [28.002, -2.427, 4.815], [27.793, -1.464, 3.327], [24.220, -5.888, 1.621], [24.503, -4.589, 0.858], [23.477, -4.362, -0.264], [22.125, -4.114, 0.229], [21.078, -3.913, 0.652], [23.420, -5.764, 2.349], [25.103, -6.272, 2.135], [23.980, -6.655, 0.878], [25.531, -4.608, 0.489], [24.565, -3.778, 1.587], [23.505, -5.191, -0.969], [23.853, -3.492, -0.809], [28.937, -0.391, -2.267], [28.519, -1.874, -2.284], [29.473, -2.654, -1.352], [30.864, -2.673, -1.799], [31.957, -2.670, -2.143], [29.989, -0.243, -2.023], [28.345, 0.166, -1.537], [28.717, 0.122, -3.204], [28.693, -2.244, -3.297], [27.477, -1.981, -2.008], [29.110, -3.666, -1.163], [29.424, -2.172, -0.372]], "forces_ev_per_a": [[-0.952, 0.508, -0.322], [-0.022, -0.224, -0.019], [0.359, -0.170, 0.141], [0.576, 0.091, -0.207], [-0.237, 0.079, 0.191], [0.064, -0.222, -0.145], [0.169, 0.004, 0.465], [-0.403, 0.439, -0.678], [0.544, 0.017, 0.559], [-0.423, 0.074, 0.178], [0.261, 0.008, -0.276], [-0.182, 0.125, 0.094], [0.224, -0.221, -0.035], [-0.043, -0.065, 0.034], [0.119, -0.052, 0.190], [0.011, -0.226, -0.167], [-0.048, -0.207, 0.271], [0.056, -0.067, -0.143], [-0.075, 0.091, 0.004], [-0.839, 0.092, -0.148], [0.684, 0.931, 0.339], [0.347, -0.794, -0.151], [-0.316, 0.276, -0.064], [0.116, 0.048, 0.025], [0.409, -0.238, 0.059], [0.004, 0.055, -0.013], [0.036, -0.156, -0.019], [-0.174, -0.357, 0.118], [-0.309, -0.150, -0.257], [-0.009, 0.305, 0.070], [0.020, 0.040, 0.087], [-0.100, 0.246, -0.427], [0.291, -0.045, -0.216], [0.466, 0.326, 0.423], [0.021, -0.186, -0.353], [-0.049, -0.049, 0.045], [0.183, -0.064, 0.152], [-0.082, -0.233, 0.062], [-0.126, -0.034, 0.077], [-0.145, 0.100, 0.111], [0.218, -0.154, 0.129], [-0.407, -0.118, 0.281], [-0.309, 0.193, -0.215], [-0.254, 0.015, -0.011], [-0.540, 0.444, 0.432], [0.116, -0.013, 0.267], [0.057, -0.069, -0.548], [-0.061, -0.012, 0.188], [0.019, -0.004, 0.013], [-0.021, -0.132, 0.059], [0.168, -0.101, -0.073], [-0.061, -0.290, -0.303], [0.433, 0.127, -0.179], [0.197, 0.018, 0.002], [-0.043, -0.035, 0.049], [0.612, -0.045, -0.257], [-0.489, 0.327, 0.254], [0.523, 0.225, -0.379], [-0.263, -0.160, 0.195], [0.011, -0.042, -0.039], [-0.140, 0.041, 0.036], [-0.099, -0.074, 0.031], [-0.106, 0.108, 0.024], [0.145, -0.068, -0.137], [0.014, -0.141, 0.217], [-0.072, -0.172, 0.100], [-0.169, 0.001, -0.071], [-0.212, -1.147, 0.075], [-0.830, 0.092, -0.011], [0.858, 0.698, -0.014], [-0.269, -0.544, -0.217], [-0.049, 0.070, 0.169], [0.341, 0.238, -0.109], [-0.089, 0.329, -0.115], [0.226, 0.480, 0.137], [0.102, 0.122, 0.023], [0.128, -0.151, -0.104], [0.138, -0.179, -0.203], [-0.356, 0.017, 0.297], [-0.118, 0.136, 0.811], [-0.641, -0.853, -0.723], [0.474, -0.114, 0.378], [-0.392, 0.131, 0.243], [0.094, -0.150, -0.077], [0.147, -0.034, 0.044], [-0.171, 0.290, -0.422], [0.436, -0.073, -0.284], [-0.028, 0.082, -0.072], [-0.031, 0.381, 0.114], [0.546, -0.019, -0.297], [-0.285, 0.207, 0.205], [0.432, -0.119, -0.429], [0.245, -0.585, 1.055], [1.209, 0.750, 0.139], [0.289, -0.057, -0.130], [-0.179, 0.041, 0.083], [-0.161, -0.159, -0.135], [0.010, 0.243, 0.128], [-0.329, -0.136, 0.244], [-0.203, -0.146, -0.569], [-0.507, 0.266, -0.270], [-0.239, -0.111, 0.065], [-0.496, 0.114, -0.174], [-0.791, 0.379, 0.032], [1.585, 0.524, -0.464], [-1.046, 0.062, 0.597], [-0.391, -0.028, 0.069], [0.228, -0.003, -0.102], [0.066, -0.153, -0.127], [0.120, -0.144, 0.232], [0.143, -0.205, -0.147], [-0.362, -0.167, -0.016], [0.020, -0.197, 0.115], [0.215, -0.131, -0.201], [0.218, -0.013, 0.033]]}